13
Properties=species:S:1:pos:R:3:forces:R:3 method="wB97M-V/def2-TZVPD" e_lumo_ev=0.96 smiles=CCN.O relative_energy_kcal_mol=9.2 multiplicity=1 energy_ev=-5757.1224 orbital_gap_ev=10.31
C 0.99661 -0.95954 0.56488 -0.95 0.79 0.16
C -0.23475 -1.16138 -0.31216 0.51 -0.24 -1.37
N -0.62427 0.09000 -0.95435 -0.10 0.33 0.13
H 0.84888 -0.14700 1.28536 -0.32 -0.45 0.42
H 1.21443 -1.90986 1.03311 0.48 0.08 0.31
H 1.82923 -0.54812 -0.00695 0.13 -0.64 -0.39
H 0.05747 -1.95660 -1.02643 -0.02 0.34 -0.15
H -1.13572 -1.58040 0.12679 0.15 0.08 0.86
H 0.15019 0.71295 -1.12721 0.25 -0.25 -0.23
H -1.14643 0.00014 -1.81670 0.02 -0.15 0.17
O -0.70692 2.89524 0.60341 -0.12 -0.81 1.08
H -1.07332 2.39570 1.36287 -0.17 0.84 -0.37
H -0.17542 2.16885 0.26738 0.15 0.08 -0.64

---

13
Properties=species:S:1:pos:R:3:forces:R:3 method="wB97M-V/def2-TZVPD" e_lumo_ev=0.99 smiles=COC.N relative_energy_kcal_mol=39.0 multiplicity=1 energy_ev=-5755.8308 orbital_gap_ev=10.74
C -0.25433 -1.27323 -1.47102 -1.13 -1.38 1.86
O -0.01591 -0.54385 -0.25844 1.28 0.04 1.99
C 0.09761 -1.24515 1.10663 -0.41 0.21 -2.73
H 0.25018 -2.28795 -1.45009 -0.80 0.90 0.00
H -1.37832 -1.31477 -1.48702 0.95 -0.71 -0.65
H 0.09309 -0.77160 -2.36615 0.26 0.59 0.27
H 0.79782 -2.10234 1.06307 0.24 0.94 0.11
H 0.22137 -0.48572 1.89305 0.69 -0.18 -0.75
H -0.83750 -1.70121 1.34230 -1.06 -0.34 -0.08
N 0.36624 2.96602 0.14988 -0.37 6.49 1.42
H 0.27656 2.04139 0.08175 -0.97 -4.59 -0.17
H -0.50180 3.50514 0.40825 0.66 -1.48 -1.04
H 0.88498 3.21327 0.98781 0.67 -0.52 -0.24

---

14
Properties=species:S:1:pos:R:3:forces:R:3 method="wB97M-V/def2-TZVPD" e_lumo_ev=0.71 smiles=NCCO.O relative_energy_kcal_mol=2.4 multiplicity=1 energy_ev=-7804.6208 orbital_gap_ev=9.92
N -0.63912 -0.74970 1.33577 0.14 0.20 0.03
C -1.03451 0.45179 0.60187 0.10 0.08 0.03
C -0.62148 0.31139 -0.84081 -0.08 -0.35 -0.07
O -0.96015 1.49919 -1.54167 -0.29 -0.12 -0.42
H 0.35708 -0.89861 1.19815 0.02 -0.03 0.05
H -0.75991 -0.56925 2.32390 -0.03 -0.19 0.09
H -2.12282 0.54831 0.63944 0.07 0.12 0.07
H -0.58084 1.38136 0.98090 -0.17 -0.10 0.04
H 0.45469 0.15216 -0.91138 0.17 -0.03 0.08
H -1.09968 -0.59190 -1.24609 -0.03 0.26 -0.11
H -1.39618 1.25163 -2.36514 0.12 0.15 0.18
O 2.64341 -0.91207 0.30116 0.08 -0.13 -0.30
H 2.99846 -0.17853 -0.21875 -0.07 -0.18 0.12
H 2.76106 -1.69580 -0.25735 -0.03 0.30 0.21

---

14
Properties=species:S:1:pos:R:3:forces:R:3 method="wB97M-V/def2-TZVPD" e_lumo_ev=0.82 smiles=CNCO.O relative_energy_kcal_mol=19.0 multiplicity=1 energy_ev=-7803.9021 orbital_gap_ev=10.48
C 0.72933 -0.35373 -1.39407 0.86 -2.13 -0.36
N -0.02664 0.73680 -0.91923 -2.03 0.60 3.30
C 0.53079 1.14029 0.39986 -0.95 0.22 0.71
O 0.30834 0.19548 1.60698 0.08 -1.53 -5.10
H 1.75217 0.00698 -1.50755 0.09 -0.20 -0.36
H 0.37852 -0.83277 -2.33489 0.09 0.67 0.58
H 0.76198 -1.12974 -0.61238 0.20 -0.32 -0.44
H -1.03940 0.44911 -0.69756 1.85 0.71 -0.90
H 1.62777 1.31020 0.34422 -0.84 -0.03 -0.17
H -0.05798 2.01489 0.68279 0.55 0.22 -0.01
H 0.35820 0.66661 2.38425 0.14 1.93 2.46
O -2.10757 -1.26080 0.49565 0.24 0.56 -0.48
H -1.99645 -2.05834 0.99326 -0.21 -0.84 0.44
H -1.21906 -0.88496 0.55865 -0.07 0.14 0.34

---

14
Properties=species:S:1:pos:R:3:forces:R:3 method="wB97M-V/def2-TZVPD" e_lumo_ev=0.58 smiles=NCCO.O relative_energy_kcal_mol=16.1 multiplicity=1 energy_ev=-7804.0274 orbital_gap_ev=9.54
N 0.02623 1.19018 -0.26372 1.54 -1.19 -1.57
C 0.28339 -0.16301 -0.86127 -0.47 0.21 1.58
C 1.62134 -0.81387 -0.39877 -2.21 0.72 1.37
O 1.59671 -2.17611 -0.76047 0.19 -0.25 -0.47
H 0.36555 1.28706 0.67429 -0.31 -0.22 0.40
H -0.94787 1.35845 -0.33442 -0.59 0.29 0.37
H 0.16056 -0.01572 -1.95148 0.22 -0.65 0.52
H -0.45023 -0.93981 -0.42116 0.39 1.10 -1.01
H 1.59225 -0.74013 0.73168 0.18 0.03 -0.92
H 2.47857 -0.25053 -0.71781 0.60 -0.33 -0.60
H 0.66225 -2.45830 -0.81167 0.75 0.27 0.09
O -2.17862 1.02098 1.54529 -0.74 0.20 1.51
H -2.74715 1.64602 1.06586 0.12 -0.25 0.49
H -2.46298 1.05479 2.50366 0.33 0.06 -1.75

---

14
Properties=species:S:1:pos:R:3:forces:R:3 method="wB97M-V/def2-TZVPD" e_lumo_ev=0.40 smiles="C=NC.O.O" relative_energy_kcal_mol=22.3 multiplicity=1 energy_ev=-7803.7579 orbital_gap_ev=10.17
C -1.78586 0.46041 -0.28249 0.32 -0.37 -0.79
N -2.82223 0.29558 0.39664 -0.09 0.80 1.17
C -2.82321 -0.78694 1.38074 0.68 -0.42 -1.63
H -1.58400 1.38269 -0.82433 -0.40 -0.05 -0.21
H -1.04676 -0.34049 -0.44181 0.24 0.06 0.47
H -2.31918 -0.40349 2.25537 -0.46 0.14 0.55
H -3.82872 -1.15592 1.53069 -0.05 0.04 0.39
H -2.16716 -1.59971 1.02694 -0.23 -0.19 0.07
O 3.92328 1.60554 -0.02293 -0.18 -0.55 -0.38
H 3.40334 1.26927 -0.76985 0.03 0.29 0.17
H 4.37594 0.79790 0.24853 0.12 0.18 0.19
O 2.08613 -1.27837 -1.24586 -0.55 0.19 0.09
H 1.56801 -1.28255 -0.43135 0.31 -0.06 0.17
H 1.38927 -1.12318 -1.89568 0.27 -0.04 -0.24

---

15
Properties=species:S:1:pos:R:3:forces:R:3 method="wB97M-V/def2-TZVPD" e_lumo_ev=0.97 smiles=CO[SiH](N)OC relative_energy_kcal_mol=39.3 multiplicity=1 energy_ev=-15684.0008 orbital_gap_ev=10.45
C 0.42770 -2.09458 1.44160 -2.20 0.10 3.59
O -0.36359 -1.58719 0.44135 -0.84 -1.20 -0.63
Si 0.06049 -0.30023 -0.34505 2.68 3.70 0.62
N 0.76464 0.83875 1.00284 -0.97 -3.04 -0.76
O -1.24417 0.37900 -1.03830 0.02 -1.84 0.25
C -1.26226 1.66567 -1.53603 1.57 1.72 0.35
H -0.15250 -2.93316 1.83271 0.20 -0.07 0.34
H 0.51476 -1.34980 2.29429 -0.03 -0.88 -0.85
H 1.36603 -2.48518 1.24217 2.02 -0.39 -1.25
H 1.23225 -0.56060 -1.30102 -0.95 0.07 0.27
H 1.37110 0.29482 1.67150 -0.77 1.17 -1.18
H 1.22409 1.65487 0.67820 0.65 0.65 -0.15
H -1.25307 1.65668 -2.68863 0.37 0.42 1.87
H -0.43221 2.24695 -0.92958 -1.02 -0.54 -2.09
H -2.13238 2.16395 -1.14220 -0.74 0.12 -0.37

---

15
Properties=species:S:1:pos:R:3:forces:R:3 method="wB97M-V/def2-TZVPD" e_lumo_ev=0.55 relative_energy_kcal_mol=101.5 multiplicity=1 energy_ev=-9849.2449 orbital_gap_ev=9.60
H 0.99548 -1.29695 -1.34165 -0.09 -0.14 0.06
N 0.14874 -0.77474 -1.55771 0.19 0.02 -0.01
C -0.91940 -1.20748 -1.04876 0.16 0.03 -0.40
O -1.11772 -2.29339 -0.30483 -0.01 -0.41 0.30
H -1.84398 -0.67736 -1.24341 -0.13 -0.03 0.15
H -0.28157 -2.73958 -0.09309 -0.15 0.17 -0.13
O 0.58954 1.83484 -1.06466 -0.71 -0.86 -0.77
O 1.89629 1.70430 -0.50810 0.55 -0.26 0.22
H 0.42254 0.87430 -1.40579 0.40 1.49 0.50
H 2.05705 2.59626 -0.17655 -0.17 -0.04 -0.10
C -0.40474 0.37659 1.74097 0.29 0.87 -0.28
H -0.63515 1.04249 2.57096 0.05 -0.03 0.10
H -1.02754 -0.50219 1.82813 -0.23 -0.14 -0.26
H 0.64626 0.09646 1.79625 0.01 -0.05 0.06
H -0.52581 0.96644 0.80825 -0.16 -0.63 0.54

---

15
Properties=species:S:1:pos:R:3:forces:R:3 method="wB97M-V/def2-TZVPD" e_lumo_ev=0.62 smiles="CNC=O.O.O" relative_energy_kcal_mol=50.4 multiplicity=1 energy_ev=-9851.4603 orbital_gap_ev=10.39
C 1.12188 0.77383 -1.45814 2.12 0.73 0.43
N -0.22288 0.39076 -1.65187 -1.31 0.71 -7.63
C -1.13020 -0.02378 -0.81046 3.04 -0.05 1.43
O -0.71141 -0.11925 0.32757 -1.27 0.36 1.96
H 1.20456 1.70704 -0.92341 -0.15 0.24 0.34
H 1.73025 0.95493 -2.36968 -1.13 -0.42 -0.01
H 1.70798 0.06551 -0.88877 -0.20 -0.33 0.20
H -0.47944 0.46392 -2.70650 0.15 -0.33 2.72
H -2.06566 -0.37717 -1.13904 -1.41 -0.11 -0.67
O -1.15233 -2.05169 1.79939 -3.22 1.26 -0.47
H -0.26810 -1.82118 2.04248 0.53 0.69 -0.01
H -1.67110 -1.17543 1.48949 2.66 -2.89 1.11
O 1.67616 1.09292 1.18025 2.27 2.12 -1.23
H 2.01957 0.99973 2.02961 1.11 -0.03 2.24
H 0.93274 0.57118 1.18287 -3.20 -1.96 -0.41

---

16
Properties=species:S:1:pos:R:3:forces:R:3 method="wB97M-V/def2-TZVPD" e_lumo_ev=0.49 smiles="NCC(=O)O.O.O" relative_energy_kcal_mol=10.6 multiplicity=1 energy_ev=-11900.3700 orbital_gap_ev=10.03
N 0.69707 1.71256 1.73720 0.19 0.31 -1.05
C -0.27888 0.67722 1.51872 0.78 -1.27 0.55
C 0.19011 -0.33305 0.46238 -1.02 1.58 0.03
O 0.85432 -0.02409 -0.49208 0.47 -0.27 0.05
O -0.35774 -1.52813 0.64716 0.41 -0.13 -0.15
H 0.54373 2.23036 2.57369 0.09 0.19 0.46
H 1.67019 1.45735 1.59457 -0.46 -0.08 0.17
H -1.23970 1.08556 1.21222 -0.11 0.03 -0.21
H -0.46060 0.06110 2.40609 -0.18 0.12 0.12
H -0.04837 -2.05271 -0.12138 -0.14 -0.49 0.02
O -0.73047 2.73958 -1.60357 -0.25 -0.01 0.44
H -0.07030 2.50843 -0.94991 1.03 -0.28 -0.09
H -1.45867 2.81844 -0.98472 -0.73 0.25 -0.30
O -0.17659 -3.07253 -1.64918 0.12 0.18 -0.84
H 0.43364 -3.25026 -2.39391 -0.34 0.14 0.72
H -0.79121 -2.41655 -2.01744 0.15 -0.26 0.07

---

16
Properties=species:S:1:pos:R:3:forces:R:3 method="wB97M-V/def2-TZVPD" e_lumo_ev=0.51 smiles="NCC(=O)O.O.O" relative_energy_kcal_mol=20.1 multiplicity=1 energy_ev=-11899.9557 orbital_gap_ev=9.52
N 0.62670 1.68780 1.40801 -0.04 -0.89 0.56
C 0.22269 0.30489 1.72359 0.28 1.11 -0.10
C 0.23468 -0.59701 0.50503 2.66 0.73 1.54
O 0.38651 -0.15286 -0.59976 -1.29 -0.72 -0.61
O 0.47037 -1.87217 0.90411 -1.35 -0.01 -0.58
H 0.71454 2.16834 2.28777 -0.09 0.52 -0.26
H 0.23008 2.23275 0.65939 -0.39 -0.19 0.10
H -0.69803 0.13443 2.29867 -0.24 0.29 -0.24
H 1.02532 0.03886 2.41355 -0.11 -0.91 -0.18
H 0.14789 -2.48347 0.21910 0.42 -0.04 -0.30
O -0.15519 2.49684 -1.48987 0.48 0.81 0.47
H -0.48326 2.80477 -2.33470 -0.35 -0.42 0.00
H -0.53682 1.66643 -1.20085 -0.07 -0.34 -0.62
O -0.51724 -2.89166 -1.96652 0.18 0.21 0.54
H -0.80128 -2.01130 -2.23818 0.09 -0.13 -0.10
H -0.86696 -3.52664 -2.58931 -0.18 -0.03 -0.22

---

16
Properties=species:S:1:pos:R:3:forces:R:3 method="wB97M-V/def2-TZVPD" e_lumo_ev=0.66 smiles="O=CNCO.O.O" relative_energy_kcal_mol=22.6 multiplicity=1 energy_ev=-11899.8496 orbital_gap_ev=10.45
O 2.13455 0.71574 1.49185 0.28 0.27 0.09
C 1.99568 -0.42589 1.11638 0.00 0.17 -0.01
N 0.93793 -0.87299 0.40933 0.93 0.33 0.50
C -0.11633 0.03397 0.03303 -1.45 -1.08 -0.44
O -1.36507 -0.64197 0.17199 0.61 0.68 1.00
H 2.74016 -1.21300 1.29446 0.12 -0.10 0.19
H 0.93655 -1.87057 0.28280 -0.68 0.06 -0.47
H -0.01712 0.34647 -1.00359 0.24 0.21 -0.09
H -0.15093 0.89921 0.67926 0.45 0.04 0.18
H -1.65093 -0.95500 -0.66916 -0.46 -0.49 -0.86
O -3.39928 -2.47871 -0.02595 0.01 0.07 0.32
H -3.30703 -2.09979 0.86148 0.19 -0.04 -0.33
H -4.34370 -2.46021 -0.18480 -0.23 -0.06 -0.13
O 1.45521 3.64487 -1.44071 1.27 -0.08 0.37
H 1.97075 3.88127 -2.22505 -0.37 0.00 -0.01
H 2.17957 3.49660 -0.79130 -0.92 0.02 -0.33